Formula: C3H12N2O2
Source: the Open Molecules 2025 dataset
Level of theory: wB97M-V/def2-TZVPD

strongest force on any atom: 0.094 Eh/bohr
molar mass: 108.1 u
gap between HOMO and LUMO: 3.87 eV

Structure (XYZ):
```
19
Properties=species:S:1:pos:R:3:forces:R:3
C 0.07873 -0.86021 1.54542 1.5 -0.4 0.1
C -0.53227 -0.25251 0.37712 -2.3 -4.3 -0.1
N -0.61109 1.06062 -2.03860 0.9 0.3 0.7
C -0.94840 -0.27128 -2.00558 -1.0 0.7 -1.0
N -0.19109 -0.79626 -0.80293 0.0 2.1 0.4
H 0.91424 -1.51198 1.28608 0.2 0.4 -0.2
H 0.42944 0.08374 2.05504 0.0 0.1 1.0
H -0.50096 -1.39681 2.28749 -0.9 0.5 -0.2
H -1.59430 -0.03702 0.44001 0.1 1.1 0.3
H 0.05796 0.97748 0.41970 0.5 1.7 0.0
H 0.45935 1.62460 0.31655 0.1 0.1 -0.1
H -0.69846 -0.84981 -2.89619 0.1 -0.3 0.3
H -1.99025 -0.27251 -1.72116 -0.5 -0.7 -0.2
H 0.31905 1.23057 -2.44517 -0.2 -0.3 -0.2
H -0.82258 1.97879 3.25752 0.3 -0.3 0.4
O -0.39878 1.50398 2.53307 -0.3 0.2 -0.7
H 2.89659 -0.91638 -1.19497 -0.3 0.1 0.2
H 0.88408 -0.57411 -0.91393 2.2 -1.3 0.1
O 2.24875 -0.72090 -0.49947 -0.6 0.3 -0.6
```
Forces are in eV/Å.